Record 1
Formula: C6H37NO12
Source: the OMol25 dataset
Level of theory: ωB97M-V with the def2-TZVPD basis set

Calculated values
E_LUMO ... 0.119 eV
Energy above the lowest of the compared OMol25 structures with the same formula, charge and spin ... 607.2 kJ/mol
SMILES ... CCCNC[C@@H](C)O.O.O.O.O.O.O.O.O.O.O.O
HOMO level ... -8.7 eV
Kohn-Sham gap ... 8.87 eV

Positions of all 56 atoms, in Å:
C (-3.2976, 2.1412, 0.5801)
C (-2.6207, 2.0350, 1.9118)
C (-2.1611, 0.4713, 2.2367)
N (-1.0642, 0.0227, 1.2192)
C (0.0667, -0.6594, 1.8531)
C (1.0520, 0.1866, 2.5522)
C (0.8172, 1.5501, 3.0310)
O (1.5030, -0.7246, 3.5789)
H (-3.6260, 3.0808, 0.2478)
H (-2.6823, 1.7829, -0.1578)
H (-4.1174, 1.5202, 0.3647)
H (-1.5882, 2.4320, 2.0209)
H (-3.2631, 2.4499, 2.7409)
H (-2.9715, -0.3661, 2.0546)
H (-1.7489, 0.6244, 3.2738)
H (-0.7443, 0.9208, 0.7571)
H (-0.3829, -1.4524, 2.4626)
H (0.5417, -1.2973, 1.0238)
H (2.0192, 0.3028, 1.9278)
H (1.3343, 2.3006, 2.5622)
H (-0.2835, 1.7569, 3.1285)
H (1.2122, 1.5689, 4.2299)
H (0.8089, -0.9409, 4.2046)
O (-2.1636, -0.1785, -4.1469)
H (-2.1132, 0.1798, -3.1674)
H (-2.4598, -1.1157, -3.8475)
O (-2.6484, -2.4595, -2.6573)
H (-2.7722, -2.7444, -1.7014)
H (-3.5171, -2.1065, -2.7095)
O (-1.9292, -2.6358, 0.0987)
H (-1.0127, -2.8062, -0.0660)
H (-2.0540, -1.5957, -0.0189)
O (0.8696, 2.9661, 0.1844)
H (1.4358, 3.6485, -0.1022)
H (1.5688, 2.2298, 0.0339)
O (3.4289, -2.3110, 0.8049)
H (3.9882, -1.5532, 0.9754)
H (3.6679, -3.1167, 1.2012)
O (3.2892, 2.2002, -0.6493)
H (4.0754, 2.0000, -0.2666)
H (3.1608, 1.7022, -1.3493)
O (0.5260, -0.5443, -3.9610)
H (-0.4756, -0.6020, -4.1240)
H (1.0100, -0.4077, -4.7047)
O (1.7137, 0.0988, -1.6718)
H (0.9706, 0.3240, -2.1812)
H (1.6567, -0.9424, -1.7785)
O (3.3612, -1.7832, -3.3290)
H (3.3400, -0.9541, -2.7667)
H (2.4155, -1.7376, -3.5511)
O (-0.6514, 1.2976, -2.0412)
H (-0.0468, 1.7039, -2.6634)
H (-0.8049, 2.0742, -1.4708)
O (0.8347, -3.3792, 1.3308)
H (0.8475, -4.1236, 0.8393)
H (1.6847, -3.0340, 1.6526)



Record 2
Formula: C6H37NO13
Source: the OMol25 dataset
Level of theory: ωB97M-V with the def2-TZVPD basis set

Calculated values
E_LUMO ... 0.281 eV
Energy above the lowest of the compared OMol25 structures with the same formula, charge and spin ... 311.8 kJ/mol
HOMO level ... -8.6 eV
Kohn-Sham gap ... 8.90 eV

Positions of all 57 atoms, in Å:
C (0.7623, 1.6025, 0.5262)
C (-0.3842, 1.2779, 1.4632)
C (-1.3207, 0.2479, 0.8780)
C (-1.1905, -0.5724, -0.1534)
C (-2.1601, -1.6774, -0.3676)
C (-2.0640, -2.4297, -1.4557)
N (0.4897, 2.8178, -0.2324)
H (0.9758, 0.7373, -0.1146)
H (1.6835, 1.6904, 1.1104)
H (-1.0566, 2.1516, 1.5239)
H (-0.1511, 0.9520, 2.4866)
H (-2.1014, 0.1727, 1.6136)
H (-0.2423, -0.7972, -0.6337)
H (-3.0103, -1.7541, 0.3056)
H (-1.3531, -2.5800, -2.2797)
H (-2.7771, -3.2291, -1.6132)
H (1.3390, 3.0549, -0.7375)
H (-0.2421, 2.6197, -0.9260)
H (2.7712, -1.6055, 0.2606)
H (4.0865, -0.8802, 0.1323)
O (3.1361, -0.7129, 0.0813)
H (0.0682, 2.7427, -3.0720)
H (0.0953, 4.4116, -2.8434)
O (0.5033, 3.6032, -3.1459)
H (-3.3281, -1.3263, 3.0044)
H (-3.3908, 0.2249, 3.3177)
O (-2.9698, -0.6165, 3.5477)
H (2.9802, -0.4256, -1.5179)
H (3.1664, 0.9579, -2.0783)
O (3.0846, 0.0249, -2.4094)
H (-4.0014, 2.6358, 1.1523)
H (-2.7516, 2.9416, 1.9327)
O (-3.5994, 2.4932, 2.0143)
H (-2.7649, -3.5765, 1.7361)
H (-2.1363, -2.8297, 2.8432)
O (-3.0049, -3.1599, 2.5739)
H (0.8869, -2.1957, 2.0136)
H (0.9635, -2.7721, 0.5882)
O (1.5126, -2.5166, 1.3364)
H (1.8862, 2.9460, -2.4584)
H (3.3402, 3.4123, -2.3159)
O (2.7977, 2.6205, -2.2767)
H (0.9054, -1.0242, -4.0572)
H (1.5458, -0.1903, -2.9219)
O (0.6822, -0.6334, -3.2022)
H (1.7038, -3.0772, -2.8819)
H (0.8363, -2.0597, -2.3192)
O (1.0576, -3.0278, -2.1602)
H (-1.0783, -1.1044, 3.4422)
H (0.1797, -1.4355, 4.0807)
O (-0.3518, -1.7713, 3.3398)
H (-2.0939, 0.9914, -2.9915)
H (-0.5863, 0.6636, -3.1532)
O (-1.2304, 1.3893, -3.1056)
H (2.2690, -0.1730, 2.7448)
H (3.2667, 0.5290, 3.7605)
O (2.3656, 0.2414, 3.6143)



Record 3
Formula: C6H38N2O12
Source: the OMol25 dataset
Level of theory: ωB97M-V with the def2-TZVPD basis set

Calculated values
E_LUMO ... -5.199 eV
Net charge ... +2
HOMO level ... -13.4 eV
Kohn-Sham gap ... 8.17 eV

Positions of all 58 atoms, in Å:
C (-2.7824, -0.4142, 3.7898)
C (-1.4345, -1.0249, 3.4506)
C (-1.5434, -1.8936, 2.1900)
C (-0.3319, -2.8115, 2.0599)
C (-0.1510, -3.7063, 3.0317)
C (0.3287, -1.7144, -0.0365)
N (0.5959, -2.5733, 1.0567)
N (-0.5420, 0.1417, 3.0854)
H (-3.4080, -0.9870, 4.4806)
H (-2.7793, 0.5269, 4.3440)
H (-3.3854, -0.3031, 2.8904)
H (-0.9030, -1.6813, 4.1282)
H (-2.4795, -2.4386, 2.3639)
H (-1.8722, -1.4223, 1.2697)
H (-0.9148, -3.8880, 3.7748)
H (0.7542, -4.2755, 3.2028)
H (0.9862, -2.1154, -0.8207)
H (-0.6531, -1.6440, -0.4893)
H (1.2624, -3.3211, 0.9967)
H (-0.7316, 0.5094, 2.1439)
H (0.4036, -0.2519, 3.0153)
H (-0.5109, 0.9706, 3.6798)
H (-1.0054, 0.8198, -3.8703)
H (-0.7888, -0.6969, -3.5962)
O (-0.3356, 0.1481, -3.6912)
H (1.5746, 3.7066, 0.4634)
H (1.6043, -0.1813, 0.5783)
O (0.8246, -0.3745, 0.0659)
H (-2.5944, -1.7725, -2.2491)
H (-3.1008, -3.1791, -2.3952)
O (-2.2927, -2.6869, -2.2425)
H (-0.7109, 3.6505, 2.7934)
H (-0.3230, 3.2067, 4.2882)
O (-0.7094, 2.9613, 3.4593)
H (2.8968, 3.0860, 0.4365)
H (-0.2739, 4.3384, -2.1651)
O (2.1526, 3.2546, -0.1595)
H (-4.0039, 2.2284, -2.5771)
H (-3.7942, 1.3052, -1.5349)
O (-3.2960, 1.6221, -2.3031)
H (-0.1108, 2.9145, -1.7806)
H (1.5718, 2.8794, -3.1130)
O (0.2320, 3.5544, -2.4163)
H (2.4888, -0.6555, 3.5175)
H (3.1322, -1.0075, 2.1183)
O (2.3244, -0.7601, 2.5757)
H (-0.1936, 1.3253, 0.0924)
H (-1.4962, 2.1183, -0.2763)
O (-1.0205, 1.6890, 0.4411)
H (1.1986, 0.3587, -3.2452)
H (2.6455, -0.4045, -3.7156)
O (2.1968, 0.3335, -3.2312)
H (2.8076, 2.7506, -2.1145)
H (2.6617, 1.3900, -3.2447)
O (2.5341, 2.6756, -3.0428)
H (1.4807, -2.2579, -4.5327)
H (2.9810, -2.6684, -4.1879)
O (2.3712, -1.9928, -4.4923)



Record 4
Formula: C6H38NO13
Source: the OMol25 dataset
Level of theory: ωB97M-V with the def2-TZVPD basis set

Calculated values
E_LUMO ... 2.469 eV
Net charge ... -1
Energy above the lowest of the compared OMol25 structures with the same formula, charge and spin ... 693.6 kJ/mol
HOMO level ... -5.2 eV
Kohn-Sham gap ... 7.70 eV

Positions of all 58 atoms, in Å:
C (2.8373, 1.6070, 1.5053)
N (1.6828, 2.6245, 1.3751)
C (1.6730, 3.2909, 0.0027)
O (1.0413, 2.3606, -0.7995)
C (2.3519, 0.0953, 1.7996)
C (2.8497, -0.7875, 0.6013)
C (2.0228, -1.9531, 0.1869)
C (4.3677, -1.0477, 0.5739)
H (3.3859, 1.9695, 2.3995)
H (3.2904, 1.7141, 0.4604)
H (0.7577, 2.1886, 1.4742)
H (1.0731, 4.2288, 0.0456)
H (2.8197, 3.5300, -0.3134)
H (2.6008, -0.2726, 2.7362)
H (1.2886, 0.1011, 1.7814)
H (2.6972, -0.0328, -0.3866)
H (2.5103, -2.6589, -0.4421)
H (1.7309, -2.6300, 1.1587)
H (1.0275, -1.7066, -0.3225)
H (4.4837, -2.0500, 0.4155)
H (4.7295, -0.6496, 1.5512)
H (4.8436, -0.8093, -0.4425)
H (-1.0660, 0.8791, 2.2645)
H (-1.7512, -0.7283, 2.4993)
O (-1.0079, -0.1301, 2.5066)
H (-1.3248, 2.7387, 0.4062)
H (-2.0957, -1.5349, -2.6188)
O (-1.0930, 1.8381, 0.4219)
H (-0.8252, 1.7441, -3.0913)
H (-0.3542, 0.6996, -3.9458)
O (-0.5481, 1.6454, -4.0239)
H (1.3497, 1.0190, -4.0724)
H (1.9111, 0.9043, -2.6752)
O (2.0878, 0.6235, -3.6262)
H (-2.2845, -0.6434, -0.1791)
H (-2.1250, 0.9705, -0.0068)
O (-2.8329, 0.1433, -0.2116)
H (-4.3083, -1.1530, 2.2478)
H (-2.8559, -1.4259, 2.2064)
O (-3.6946, -1.8686, 2.0680)
H (1.2360, -3.4502, -2.3834)
H (1.0714, -2.5352, -3.6425)
O (1.3140, -3.4143, -3.3701)
H (-1.8517, -3.9715, 0.0578)
H (-2.4510, -2.7353, 0.7476)
O (-1.7596, -3.0422, 0.0930)
H (-4.3640, 1.7195, 1.0178)
H (-3.9853, 0.3847, 0.8877)
O (-4.6174, 0.9467, 1.4691)
H (0.2224, 2.3810, 4.1091)
H (-0.8527, 1.2382, 4.1922)
O (-0.7137, 2.2175, 4.1447)
H (0.0070, 2.0637, -0.2008)
H (-2.2755, -1.9823, -3.9616)
O (-1.5917, -1.7575, -3.4838)
H (-4.6907, -0.7729, -1.1274)
H (-3.5564, -0.9809, -2.1371)
O (-4.3873, -1.1429, -1.9434)



Record 5
Formula: C6H39NO12S
Source: the OMol25 dataset
Level of theory: ωB97M-V with the def2-TZVPD basis set

Calculated values
E_LUMO ... 0.011 eV
Energy above the lowest of the compared OMol25 structures with the same formula, charge and spin ... 689.9 kJ/mol
HOMO level ... -8.8 eV
Kohn-Sham gap ... 8.84 eV

Positions of all 59 atoms, in Å:
C (0.4282, -0.6029, -0.4903)
C (1.7190, 0.0401, -1.1519)
C (2.3597, -0.9804, -2.1156)
S (3.8691, -1.7186, -1.5270)
C (-0.9923, -0.1370, -0.9272)
N (-1.1092, 1.3630, -0.8729)
C (-2.6879, 1.5729, -0.6070)
C (-2.7580, 2.3347, 0.6545)
H (0.4599, -1.6939, -0.6218)
H (0.4627, -0.3656, 0.5700)
H (2.4943, 0.4933, -0.3671)
H (1.3349, 0.9098, -1.6881)
H (1.6199, -1.6868, -2.6341)
H (2.6735, -0.3867, -3.0141)
H (3.6239, -2.4717, -0.3485)
H (-1.4295, -0.4660, -1.9772)
H (-1.6153, -0.6874, -0.2385)
H (-0.9388, 1.8775, -1.7204)
H (-3.2309, 0.5300, -0.5108)
H (-3.0101, 2.2278, -1.4026)
H (-2.6040, 1.6196, 1.4544)
H (-3.7106, 2.8794, 0.6346)
H (-1.9348, 3.1305, 0.6966)
H (1.3519, 3.7234, -0.5165)
H (1.0479, 2.4219, -1.3609)
O (1.5304, 3.2004, -1.3336)
H (0.1045, 2.6161, 3.1122)
H (-0.1450, 3.5670, 2.1932)
O (-0.5089, 3.3825, 3.1387)
H (-1.3710, -1.5033, -4.4305)
H (-0.2043, -2.5550, -4.0544)
O (-0.9703, -2.0800, -3.7582)
H (0.0561, 0.3938, 3.3494)
H (0.6587, -0.8848, 3.7455)
O (-0.2035, -0.3656, 3.7853)
H (-1.5182, -2.9471, -2.2490)
H (-1.7965, -2.8058, -0.7285)
O (-1.3676, -3.3719, -1.4177)
H (0.5699, 1.3191, 0.7926)
H (2.0040, 1.5816, 1.3476)
O (1.0497, 1.7338, 1.4360)
H (-1.3566, -2.8142, 2.8414)
H (-2.7170, -2.6664, 3.1336)
O (-2.1682, -2.8474, 2.2762)
H (4.5110, 1.2377, 0.5520)
H (4.4470, 0.1050, 1.4710)
O (4.2301, 1.0403, 1.3738)
H (-0.0823, -3.0766, 0.2872)
H (-0.3314, -3.6571, 1.6070)
O (0.2739, -2.9975, 1.2322)
H (-0.2194, 4.0547, -2.6805)
H (-0.1872, 2.9151, -3.6284)
O (-0.6890, 3.4256, -2.9927)
H (-3.5036, -0.3915, 1.6994)
H (-2.9446, -1.8189, 1.1074)
O (-3.2921, -0.9478, 1.0191)
H (2.1572, -2.2980, 1.7427)
H (3.5268, -2.2685, 2.4390)
O (3.0337, -2.2022, 1.6733)



Record 6
Formula: C6H39NO14
Source: the OMol25 dataset
Level of theory: ωB97M-V with the def2-TZVPD basis set

Calculated values
2S+1 ... 2
E_LUMO (spin up / spin down) ... -2.826 / -7.359 eV
Net charge ... +1
Expectation value of S² ... 0.754
Energy above the lowest of the compared OMol25 structures with the same formula, charge and spin ... 254.0 kJ/mol
HOMO level (spin up / spin down) ... -13.1 / -13.1 eV
Kohn-Sham gap (spin up / spin down) ... 10.31 / 5.77 eV

Positions of all 60 atoms, in Å:
C (-1.1757, 2.6928, -1.3553)
N (-0.0987, 1.8584, -0.8234)
C (0.0563, 0.4610, -1.2358)
C (-1.3673, -0.0050, -1.4420)
C (-1.4591, -1.3273, -2.1473)
C (-2.5510, -1.9988, -2.4448)
C (0.9515, -0.2097, -0.1881)
O (2.1003, 0.5946, -0.0576)
H (-1.6526, 3.2767, -0.5498)
H (-0.7649, 3.5166, -1.9855)
H (-1.9461, 2.3029, -2.0003)
H (0.7500, 2.4647, -0.7019)
H (0.6615, 0.4755, -2.1380)
H (-1.9600, 0.6720, -2.0622)
H (-1.9475, -0.2951, -0.5549)
H (-0.5261, -1.7058, -2.5522)
H (-2.6087, -2.9092, -3.0524)
H (-3.5977, -1.7307, -2.3263)
H (1.3291, -1.2336, -0.4692)
H (0.5289, -0.2053, 0.8151)
H (3.0084, -2.5838, -2.0113)
H (-1.5759, -1.9016, 1.8388)
H (-1.8947, -2.6427, 3.1146)
O (-1.3108, -2.6880, 2.3431)
H (-4.5917, 1.4336, -1.5956)
H (-3.6262, 1.6370, -0.3084)
O (-4.5148, 1.6349, -0.6592)
H (0.1677, -3.5768, 0.4472)
H (1.1066, -3.0375, 1.3739)
O (0.8920, -2.9346, 0.4171)
H (0.9061, 0.8653, 4.4866)
H (0.0401, 1.8029, 3.5421)
O (0.8871, 1.3203, 3.6410)
H (-1.2923, 3.3668, 2.9444)
H (-0.5785, 2.9087, 1.6604)
O (-1.0192, 2.5784, 2.4543)
H (2.9753, 0.1951, -0.1756)
H (3.4760, -1.2239, -2.3169)
O (3.3798, -1.8114, -1.5556)
H (1.6991, 4.1880, 1.0540)
H (1.1381, 4.8559, -0.2487)
O (0.9771, 4.1681, 0.4096)
H (1.4821, -1.9216, 3.4322)
H (0.2852, -2.9117, 3.1920)
O (1.2639, -2.8251, 3.1865)
H (0.8585, -4.2918, -2.1034)
H (-0.2635, -4.0985, -3.1121)
O (0.6701, -3.9033, -2.9742)
H (2.8367, 1.9247, 1.1573)
H (3.9396, 2.8907, 1.2012)
O (3.0667, 2.7603, 1.6062)
H (-1.7967, -3.4121, -1.2012)
H (-1.7566, -4.6631, -0.2398)
O (-1.6983, -4.3762, -1.1553)
H (-2.3329, 0.2226, 2.3769)
H (-1.5544, 0.7211, 1.1909)
O (-2.2287, 0.0656, 1.4244)
H (2.1552, 3.5317, -0.7611)
H (2.0884, 3.1475, -2.2801)
O (2.4079, 3.8272, -1.6720)